Computed, not measured: 8 unconnected molecules or ions with the total composition C32H40N8 at a distorted geometry, with ωB97M-V/def2-TZVPD.

The energy above the lowest of the compared OMol25 structures with the same formula, charge and spin comes out at 11.324 eV. The SMILES is c1cc[nH]c1.c1cc[nH]c1.c1cc[nH]c1.c1cc[nH]c1.c1cc[nH]c1.c1cc[nH]c1.c1cc[nH]c1.c1cc[nH]c1. As for the HOMO energy: -8.125 eV. The value obtained for the HOMO-LUMO gap is 0.31465 hartree.

The geometry in XYZ format:
```
80
C32H40N8 | OMol25 | ωB97M-V/def2-TZVPD
N -1.122 -0.604 0.776
C -0.185 -0.496 -0.284
C -0.510 0.584 -0.881
C -1.795 1.114 -0.191
C -2.174 0.282 0.797
H -0.956 -1.346 1.491
H 0.427 -1.262 -0.095
H -0.093 1.168 -1.772
H -2.499 1.932 -0.396
H -2.892 0.089 1.502
N -0.688 5.172 -4.043
C -0.779 3.891 -3.452
C -2.024 3.625 -3.164
C -2.830 4.726 -3.619
C -1.947 5.673 -4.127
H 0.090 5.575 -4.375
H 0.063 3.315 -3.368
H -2.340 2.492 -2.693
H -3.945 5.122 -3.437
H -2.329 6.626 -4.468
N -1.257 -1.936 3.647
C 0.120 -1.437 3.585
C 0.666 -2.298 2.672
C -0.455 -3.308 2.046
C -1.539 -2.979 2.841
H -1.935 -1.470 4.357
H 0.456 -0.599 4.202
H 1.630 -2.219 2.207
H -0.417 -4.036 1.463
H -2.439 -3.468 2.938
N 1.444 -5.404 -1.662
C 0.259 -5.032 -1.117
C -0.041 -3.833 -1.723
C 1.115 -3.571 -2.683
C 2.020 -4.590 -2.627
H 2.034 -6.394 -1.474
H -0.443 -5.508 -0.353
H -0.919 -3.147 -1.654
H 1.370 -2.736 -3.297
H 2.876 -4.929 -3.165
N -3.748 -1.156 -1.413
C -4.219 -0.972 -2.745
C -5.271 -1.759 -2.835
C -5.418 -2.496 -1.565
C -4.424 -2.096 -0.690
H -2.834 -0.708 -1.157
H -3.484 -0.519 -3.312
H -5.602 -2.115 -3.829
H -6.162 -3.159 -1.369
H -4.398 -2.537 0.346
N 4.249 -3.700 1.675
C 4.757 -2.395 1.973
C 4.139 -1.558 0.972
C 3.454 -2.380 0.014
C 3.514 -3.672 0.399
H 4.318 -4.555 2.094
H 5.441 -2.182 2.682
H 4.192 -0.422 1.056
H 2.947 -2.157 -0.922
H 3.332 -4.623 -0.094
N 1.611 3.969 0.802
C 0.921 3.950 -0.457
C 1.389 5.064 -1.110
C 2.312 5.824 -0.111
C 2.462 5.082 1.016
H 1.399 3.157 1.437
H 0.160 3.377 -0.507
H 1.045 5.093 -2.208
H 2.966 6.727 -0.206
H 2.868 5.171 1.865
N 0.735 1.388 2.513
C 0.144 2.186 3.452
C 0.954 2.649 4.408
C 2.286 2.118 3.895
C 2.112 1.251 2.788
H 0.224 0.740 1.774
H -0.980 2.328 3.523
H 0.595 3.489 4.933
H 3.292 2.204 4.334
H 2.703 0.614 2.173
```


Computed, not measured: a molecular structure, C32H40NO2PReSb2 at a distorted geometry, with ωB97M-V/def2-TZVPD.

As for the HOMO energy (spin up / spin down): -18.417 / -18.234 eV. The value obtained for the HOMO-LUMO gap (spin up / spin down) is 0.14012 / 0.13812 hartree. The net charge is +4. Its multiplicity is 2.

The geometry in XYZ format:
```
79
C32H40NO2PReSb2 | OMol25 | ωB97M-V/def2-TZVPD
Re -1.164 -0.870 -1.509
C -0.124 2.072 0.527
C 1.380 2.305 0.329
C 1.928 1.854 -1.046
Sb 3.323 0.182 -1.175
C 4.617 -0.074 0.431
C 4.908 1.018 1.262
C 5.831 0.830 2.276
C 6.494 -0.396 2.402
C 6.205 -1.466 1.551
C 5.284 -1.305 0.530
C 1.940 -1.430 -1.039
C 2.039 -2.345 0.038
C 1.121 -3.378 0.196
C 0.137 -3.583 -0.765
C 0.056 -2.744 -1.914
C 0.963 -1.648 -2.054
Sb -0.462 -0.011 0.995
C -2.176 -0.923 1.757
C -2.715 -1.853 0.868
C -3.817 -2.612 1.218
C -4.358 -2.451 2.492
C -3.795 -1.554 3.396
C -2.695 -0.782 3.036
C 0.853 0.121 2.672
C 0.334 1.063 3.561
C 1.023 1.324 4.739
C 2.214 0.660 5.014
C 2.718 -0.272 4.117
C 2.039 -0.550 2.936
H -0.710 2.333 -0.354
H -0.487 2.648 1.376
H 1.934 1.877 1.167
H 1.537 3.384 0.398
H 2.472 2.653 -1.545
H 1.139 1.503 -1.712
H 4.435 1.986 1.138
H 6.057 1.647 2.951
H 7.280 -0.502 3.139
H 6.724 -2.411 1.659
H 5.108 -2.117 -0.169
H 2.862 -2.268 0.733
H 1.218 -4.066 1.028
H -0.518 -4.446 -0.688
H -0.463 -3.133 -2.788
H 1.093 -1.198 -3.026
H -2.234 -2.047 -0.123
H -4.245 -3.332 0.531
H -5.214 -3.046 2.784
H -4.208 -1.461 4.392
H -2.267 -0.096 3.755
H -0.592 1.597 3.365
H 0.624 2.048 5.438
H 2.744 0.868 5.934
H 3.637 -0.803 4.339
H 2.436 -1.290 2.268
C -2.467 1.118 -4.957
P -1.363 1.737 -3.712
C -0.012 2.540 -4.537
C -2.212 2.937 -2.707
O -0.755 0.569 -2.855
H -2.863 1.970 -5.519
H -3.303 0.568 -4.523
H -1.921 0.476 -5.651
H -0.395 3.397 -5.101
H 0.463 1.846 -5.232
H 0.717 2.900 -3.810
H -2.857 3.544 -3.350
H -1.487 3.605 -2.237
H -2.820 2.451 -1.945
C -5.315 0.687 -1.339
C -4.224 -0.219 -1.795
N -4.518 -1.190 -2.625
O -3.032 -0.013 -1.353
H -6.229 0.127 -1.137
H -5.547 1.412 -2.126
H -5.009 1.224 -0.445
H -5.474 -1.338 -2.924
H -3.837 -1.857 -2.952
```


Computed, not measured: a molecular structure, C32H41AsCl5O2PtS5Si3, with ωB97M-V/def2-TZVPD.

The energy above the lowest of the compared OMol25 structures with the same formula, charge and spin comes out at 0.000 eV. As for the HOMO energy (spin up / spin down): -10.295 / -11.236 eV. The value obtained for the HOMO-LUMO gap (spin up / spin down) is 0.30415 / 0.20734 hartree. The net charge is +1. Its multiplicity is 5.

The geometry in XYZ format:
```
90
C32H41AsCl5O2PtS5Si3 | OMol25 | ωB97M-V/def2-TZVPD
Pt -0.525 -0.412 -0.032
O -2.533 -7.033 -0.632
C -2.217 -5.891 -0.568
S -0.537 -5.365 -0.195
C -0.847 -3.674 -0.269
C -2.154 -3.270 -0.560
S -2.636 -1.681 -0.693
S -3.333 -4.526 -0.825
S 0.455 -2.618 0.032
Cl 0.732 2.501 0.278
C 0.114 2.211 -1.315
C -0.452 0.975 -1.623
C -0.843 0.776 -2.943
Cl -1.318 -0.794 -3.496
C -0.766 1.793 -3.895
Cl -1.264 1.510 -5.512
C -0.242 3.033 -3.543
Cl -0.113 4.280 -4.710
C 0.223 3.239 -2.247
Cl 0.936 4.740 -1.817
O 2.059 -0.161 -0.402
S 3.317 -0.990 -0.235
C 4.675 0.196 -0.196
C 4.600 1.028 1.057
C 4.850 0.464 2.307
C 4.774 1.237 3.455
C 4.450 2.586 3.364
C 4.197 3.153 2.123
C 4.264 2.374 0.975
C 3.662 -1.787 -1.837
C 3.904 -0.844 -2.978
C 2.840 -0.179 -3.583
C 3.072 0.708 -4.625
C 4.367 0.942 -5.069
C 5.430 0.278 -4.474
C 5.198 -0.612 -3.434
H 4.588 0.799 -1.099
H 5.591 -0.401 -0.237
H 5.121 -0.585 2.379
H 4.985 0.792 4.420
H 4.404 3.194 4.259
H 3.949 4.204 2.045
H 4.068 2.819 0.006
H 2.783 -2.414 -1.996
H 4.520 -2.435 -1.642
H 1.830 -0.371 -3.241
H 2.241 1.210 -5.103
H 4.545 1.628 -5.887
H 6.441 0.444 -4.825
H 6.031 -1.136 -2.978
C -1.884 2.460 4.850
Si -1.097 2.260 3.183
C 0.740 2.369 3.432
C -1.889 3.478 2.027
As -1.552 0.095 2.218
Si -0.526 -1.476 3.725
C -1.223 -3.156 3.382
C -0.991 -0.966 5.451
C 1.294 -1.317 3.409
Si -3.946 -0.124 2.181
C -4.458 -1.910 2.215
C -4.674 0.637 3.713
C -4.443 0.876 0.690
H -1.682 3.493 5.157
H -1.457 1.802 5.606
H -2.963 2.328 4.840
H 1.035 3.422 3.502
H 1.337 1.905 2.647
H 1.002 1.888 4.379
H -1.508 4.484 2.226
H -2.968 3.491 2.206
H -1.713 3.250 0.977
H -2.288 -3.184 3.618
H -0.718 -3.890 4.018
H -1.090 -3.460 2.344
H -2.025 -0.620 5.503
H -0.342 -0.173 5.829
H -0.894 -1.828 6.117
H 1.526 -1.472 2.353
H 1.854 -2.055 3.991
H 1.652 -0.322 3.686
H -4.444 -2.265 3.249
H -3.846 -2.578 1.613
H -5.491 -1.979 1.855
H -4.147 0.330 4.618
H -5.707 0.284 3.800
H -4.698 1.727 3.671
H -3.755 0.753 -0.146
H -4.446 1.936 0.957
H -5.446 0.610 0.346
```


Computed, not measured: 9 unconnected molecules or ions with the total composition C32H41Br6N5O9 at a distorted geometry, with ωB97M-V/def2-TZVPD.

As for the HOMO energy (spin up / spin down): -12.053 / -12.053 eV. The value obtained for the HOMO-LUMO gap (spin up / spin down) is 0.31740 / 0.20989 hartree. The net charge is +1. Its multiplicity is 2.

The geometry in XYZ format:
```
93
C32H41Br6N5O9 | OMol25 | ωB97M-V/def2-TZVPD
N 4.190 0.310 1.352
H 4.893 0.323 0.626
H 4.272 1.175 1.867
H 4.219 -0.531 1.910
H 3.298 0.447 0.899
C -0.162 -0.422 -0.340
C 0.435 0.895 0.274
O 1.794 1.055 0.079
H 0.244 -0.586 -1.338
H -1.231 -0.487 -0.540
H 0.101 -1.245 0.324
H 0.177 0.917 1.333
H -0.142 1.695 -0.191
Br -4.294 -0.914 -0.413
C -3.683 -2.555 0.484
C -4.565 -2.828 1.739
Br -3.932 -4.567 2.517
H -2.602 -2.545 0.627
H -3.833 -3.323 -0.275
H -5.614 -3.071 1.565
H -4.295 -2.142 2.542
Br 4.432 -5.100 -1.082
C 2.819 -3.968 -1.317
C 3.001 -2.717 -0.401
Br 3.051 -3.273 1.488
H 2.075 -4.613 -0.850
H 2.627 -3.730 -2.364
H 2.208 -1.970 -0.430
H 3.943 -2.261 -0.705
Br 2.572 6.625 -1.522
C 1.512 4.879 -1.580
C 2.436 3.656 -1.829
Br 3.516 3.993 -3.495
H 0.841 5.036 -2.425
H 1.011 4.780 -0.617
H 1.817 2.768 -1.958
H 3.081 3.568 -0.955
C -3.423 2.291 -2.660
C -2.007 2.103 -2.647
C -1.250 2.572 -3.722
C -1.842 3.092 -4.802
C -3.222 3.318 -4.797
C -4.013 2.920 -3.756
N -0.995 3.394 -5.957
O -1.414 4.131 -6.889
O 0.025 2.721 -6.063
H -3.904 1.867 -1.790
H -1.577 1.643 -1.769
H -0.179 2.489 -3.612
H -3.659 3.842 -5.634
H -5.084 3.059 -3.752
C -2.406 2.329 2.529
C -3.696 1.982 2.269
C -4.343 1.004 3.034
C -3.660 0.296 4.039
C -2.370 0.681 4.339
C -1.645 1.650 3.569
N -4.365 -0.766 4.860
O -5.491 -1.009 4.502
O -3.780 -1.206 5.792
H -1.922 3.015 1.850
H -4.119 2.473 1.405
H -5.391 0.780 2.900
H -1.837 0.175 5.130
H -0.665 1.941 3.917
C -1.278 -2.680 4.735
C -0.452 -2.934 5.832
C 0.796 -2.338 5.945
C 1.262 -1.554 4.923
C 0.546 -1.494 3.677
C -0.710 -2.006 3.606
N 2.698 -1.149 4.962
O 3.422 -1.605 5.863
O 3.140 -0.448 4.075
H -2.256 -3.136 4.757
H -0.731 -3.572 6.658
H 1.390 -2.490 6.834
H 1.015 -0.977 2.853
H -1.291 -1.835 2.712
C 4.776 -0.740 -3.398
C 4.408 -1.597 -4.377
C 3.064 -1.876 -4.714
C 2.026 -1.137 -4.110
C 2.389 -0.191 -3.144
C 3.738 -0.019 -2.767
N 0.615 -1.399 -4.447
O -0.282 -0.825 -3.802
O 0.449 -2.080 -5.456
H 5.800 -0.466 -3.191
H 5.117 -2.082 -5.031
H 2.864 -2.558 -5.527
H 1.575 0.377 -2.718
H 3.929 0.749 -2.033
```


Computed, not measured: 14 unconnected molecules or ions with the total composition C32H41Cl39N2O4 at a distorted geometry, with ωB97M-V/def2-TZVPD.

As for the HOMO energy: -8.013 eV. The value obtained for the HOMO-LUMO gap is 0.28521 hartree.

The geometry in XYZ format:
```
118
C32H41Cl39N2O4 | OMol25 | ωB97M-V/def2-TZVPD
C 0.468 -4.822 2.876
C -0.865 -4.106 2.366
C -0.574 -2.739 1.587
C -0.463 -2.957 0.037
C -0.103 -1.624 -0.797
C -0.218 -0.307 0.064
C -1.483 0.463 -0.047
N -1.745 1.597 0.649
C -0.690 1.949 1.472
C -0.869 3.173 2.334
C 0.158 3.622 3.239
C -0.043 4.865 4.170
O -0.263 4.497 5.546
C -1.220 3.471 5.694
O -2.441 3.723 4.983
C -3.416 2.734 5.361
C -3.269 1.421 4.467
O -4.171 1.389 3.351
C 1.489 2.900 3.327
C 2.643 3.378 4.317
O 3.573 2.312 4.536
C 4.712 2.440 3.652
C 1.645 1.718 2.484
C 0.567 1.195 1.543
N 0.852 0.036 0.839
H 0.417 -5.939 2.829
H 0.680 -4.490 3.920
H 1.310 -4.434 2.231
H -1.537 -4.796 1.791
H -1.433 -3.827 3.303
H 0.429 -2.385 1.967
H -1.404 -2.034 1.890
H 0.361 -3.694 -0.196
H -1.421 -3.421 -0.344
H -0.790 -1.577 -1.692
H 0.937 -1.683 -1.217
H -2.278 0.090 -0.741
H -1.826 3.753 2.311
H 0.937 5.431 4.156
H -0.817 5.591 3.800
H -1.494 3.451 6.795
H -0.809 2.434 5.480
H -4.468 3.105 5.239
H -3.303 2.409 6.432
H -2.216 1.448 4.047
H -3.395 0.508 5.121
H -4.495 2.298 3.208
H 2.134 3.553 5.310
H 3.138 4.327 3.977
H 4.320 2.738 2.632
H 5.179 1.417 3.578
H 5.461 3.168 4.061
H 2.616 1.159 2.532
C 3.328 2.416 -0.966
Cl 2.791 3.301 -2.403
Cl 2.357 2.866 0.451
Cl 3.252 0.671 -1.254
H 4.362 2.684 -0.767
C 0.254 -2.654 -4.918
Cl 0.611 -1.099 -4.155
Cl 1.727 -3.393 -5.554
Cl -0.538 -3.741 -3.769
H -0.425 -2.478 -5.750
C 3.476 -7.266 -5.784
Cl 4.841 -8.374 -5.603
Cl 3.227 -6.335 -4.304
Cl 3.730 -6.187 -7.164
H 2.583 -7.853 -5.972
C 8.817 1.878 4.618
Cl 8.282 2.743 3.171
Cl 7.812 2.307 6.006
Cl 8.784 0.131 4.344
H 9.839 2.171 4.833
C 1.154 -0.922 5.489
Cl 1.965 -0.795 7.057
Cl 1.161 0.640 4.650
Cl 1.928 -2.155 4.489
H 0.123 -1.218 5.662
C -4.611 -3.716 -4.385
Cl -4.855 -5.296 -3.630
Cl -3.967 -2.560 -3.213
Cl -3.532 -3.854 -5.784
H -5.574 -3.350 -4.731
C -8.194 -1.951 -6.667
Cl -8.981 -2.536 -5.196
Cl -8.639 -0.273 -6.992
Cl -6.437 -2.112 -6.528
H -8.530 -2.560 -7.500
C -8.160 0.471 -2.345
Cl -9.081 -0.898 -1.711
Cl -7.267 -0.001 -3.796
Cl -9.229 1.834 -2.689
H -7.445 0.779 -1.592
C -9.418 2.371 1.566
Cl -9.761 4.100 1.449
Cl -10.827 1.423 1.081
Cl -8.014 1.948 0.578
H -9.188 2.137 2.601
C 8.089 -0.168 0.721
Cl 7.198 -1.558 1.350
Cl 9.048 -0.631 -0.689
Cl 6.981 1.148 0.316
H 8.766 0.182 1.495
C 5.155 -2.806 -8.193
Cl 6.756 -2.504 -8.879
Cl 4.769 -1.604 -6.958
Cl 3.923 -2.807 -9.465
H 5.163 -3.786 -7.725
C -0.604 -2.782 -9.032
Cl -1.402 -3.362 -7.561
Cl -1.051 -1.105 -9.360
Cl 1.151 -2.940 -8.891
H -0.939 -3.394 -9.864
C 2.481 7.195 -0.222
Cl 2.795 8.762 0.534
Cl 3.984 6.483 -0.822
Cl 1.686 6.103 0.917
H 1.816 7.350 -1.066
```